No. 1
Here is a single C4H8O4 molecule in a non-equilibrium geometry from the Open Molecules 2025 dataset. Energies are from wB97M-V/def2-TZVPD.

Values from the calculation:
energy above the lowest of the compared OMol25 structures with the same formula, charge and spin: 3.900 eV
multiplicity: 1
molar mass: 120.10 Da
structure (SMILES): CC(=O)OCC(O)O
max |F|: 5.7 eV Å⁻¹

Last column: Löwdin charge in e.
Atoms and positions in Å:
C 2.143 -0.943 -0.889  0.026
C 1.571 0.364 -0.425  -0.423
O 2.156 1.380 -0.227  0.160
O 0.047 0.330 -0.687  -0.125
C -0.153 0.397 0.717  -0.112
C -1.983 0.492 0.747  -0.433
O -2.249 1.004 -0.454  -0.017
O -2.522 -0.750 0.988  0.012
H 1.376 -1.630 -1.230  0.088
H 2.848 -0.754 -1.696  0.098
H 2.677 -1.394 -0.052  0.096
H 0.113 1.344 1.172  0.116
H 0.004 -0.508 1.301  0.126
H -2.205 1.144 1.592  0.142
H -1.362 0.797 -1.035  0.140
H -2.460 -1.271 0.177  0.106

=====

No. 2
Here is 13 unconnected molecules or ions with the total composition ClH24O16 in a non-equilibrium geometry from the Open Molecules 2025 dataset. Energies are from wB97M-V/def2-TZVPD.

Values from the calculation:
energy above the lowest of the compared OMol25 structures with the same formula, charge and spin: 1.255 eV
multiplicity: 1
molar mass: 315.63 Da
charge: -1
max |F|: 4.1 eV Å⁻¹

Last column: Löwdin charge in e.
Atoms and positions in Å:
Cl -0.242 -1.066 0.909  0.878
O 0.879 -0.796 1.854  -0.342
O -0.051 -2.407 0.214  -0.326
O -1.594 -1.063 1.623  -0.373
O -0.225 0.052 -0.092  -0.361
O -1.325 2.460 -0.339  -0.093
H -0.399 2.585 -0.696  0.012
H -1.285 1.669 0.201  -0.047
O 2.459 -2.926 -1.051  -0.101
H 2.640 -1.953 -0.808  0.004
H 1.969 -3.365 -0.375  -0.010
O 1.264 2.424 -1.277  -0.056
H 1.495 2.302 -0.356  -0.021
H 1.134 1.490 -1.524  0.006
O -3.038 -2.244 -0.457  -0.076
H -2.780 -2.223 0.469  0.011
H -3.830 -1.648 -0.605  0.085
O 1.321 2.283 1.423  -0.068
H 1.695 1.835 2.184  -0.003
H 0.398 1.958 1.393  0.010
O -0.554 -2.396 -2.523  -0.081
H -0.814 -2.599 -1.634  -0.038
H 0.007 -1.613 -2.324  -0.020
O -2.452 0.009 -1.764  -0.070
H -1.631 0.525 -1.784  0.025
H -2.229 -0.741 -1.216  -0.041
O -1.237 1.606 2.417  -0.018
H -2.055 1.935 2.743  0.054
H -1.159 0.720 2.708  0.001
O 2.792 -0.394 -0.329  -0.002
H 2.101 -0.097 0.200  -0.031
H 3.502 0.232 -0.331  0.078
O 3.227 1.138 2.899  -0.051
H 3.507 1.322 1.972  0.061
H 2.776 0.292 2.857  0.028
O 0.991 -0.231 -2.892  -0.062
H 1.438 -0.325 -2.037  -0.001
H 1.703 -0.480 -3.557  0.113
O -3.668 0.845 0.797  -0.066
H -3.693 0.655 -0.131  -0.007
H -3.040 0.231 1.236  -0.002

=====

No. 3
Here is a single C4H5NO molecule from the Open Molecules 2025 dataset. Energies are from wB97M-V/def2-TZVPD.

Values from the calculation:
energy above the lowest of the compared OMol25 structures with the same formula, charge and spin: 1.920 eV
multiplicity: 1
molar mass: 83.09 Da
structure (SMILES): C=C/C=N\C=O
max |F|: 0.6 eV Å⁻¹

Last column: Löwdin charge in e.
Atoms and positions in Å:
C 0.754 1.240 0.834  0.009
C 0.514 0.795 -0.392  -0.173
C -0.864 0.312 -0.598  -0.152
N -1.341 -0.831 -0.293  0.091
C -0.350 -1.820 -0.061  -0.307
O 0.827 -1.717 -0.315  0.048
H 0.050 1.015 1.632  0.074
H 1.612 1.847 1.069  0.058
H 1.188 0.912 -1.238  0.116
H -1.556 1.074 -0.964  0.121
H -0.777 -2.766 0.287  0.115

=====

No. 4
Here is 2 unconnected molecules or ions with the total composition C2H2OS in a non-equilibrium geometry from the Open Molecules 2025 dataset. Energies are from wB97M-V/def2-TZVPD.

Values from the calculation:
energy above the lowest of the compared OMol25 structures with the same formula, charge and spin: 0.267 eV
<S²>: 2.006
multiplicity: 3
molar mass: 74.10 Da
max |F|: 3.5 eV Å⁻¹

Last column: Löwdin charge in e.
Atoms and positions in Å:
C 1.212 -0.001 2.004  -0.061
C -0.500 -0.168 -1.065  -0.632
O 0.884 1.094 2.011  0.015
S -0.392 -1.310 0.065  0.656
H -0.136 0.846 -0.995  -0.008
H -1.069 -0.460 -2.021  0.031

=====

- molar mass of number 2 (ClH24O16)?
  315.63 Da

=====

- Number 3 is which compound?
  C4H5NO

=====

- The highest molar mass belongs to which entry?
  ClH24O16